# 1
C15H17CeIN2 as an isolated structure in a non-equilibrium geometry, computed with the ωB97M-V functional and the def2-TZVPD basis.

LUMO (alpha / beta) = -8.44 / -8.46 eV
charge = +2
highest occupied orbital energy (alpha / beta) = -15.0297 / -15.0294 eV

Last column: Löwdin charge in e.
Element x y z (Å)
C 2.1173 0.5130 -1.5887  -0.216
C 0.9218 1.1868 -2.2005  -0.200
H 2.6203 1.1831 -0.8697  0.022
H 2.8664 0.3194 -2.3445  0.104
H 1.9041 -0.4981 -1.1400  0.048
H 0.0172 1.3001 -1.5265  -0.019
H 1.1288 2.2308 -2.4321  0.108
H 0.5632 0.6955 -3.1143  0.104
Ce -0.2388 -0.2452 0.2387  0.916
C -0.9643 -2.1955 -0.8741  -0.171
H -1.9489 -2.1141 -1.3682  0.048
H -1.0444 -2.8560 0.0169  0.039
H -0.1911 -2.5883 -1.5601  0.049
I 1.1179 2.4276 1.1407  0.464
C -4.4956 1.1501 1.3274  0.026
C -3.3060 0.9585 0.6081  -0.023
N -2.2386 0.3402 1.1946  -0.089
C -2.2900 -0.1271 2.4926  -0.112
C -3.4829 0.0366 3.2461  -0.113
C -4.5653 0.6795 2.6359  0.069
C -3.5291 -0.4748 4.5717  0.034
C -2.4580 -1.1215 5.1299  0.032
C -1.2525 -1.3132 4.4072  -0.112
C -0.1403 -1.9925 4.9270  0.071
C 1.0160 -2.1935 4.1814  0.024
C 1.0623 -1.7071 2.8708  -0.025
N -0.0215 -1.0510 2.3552  -0.107
C -1.1686 -0.8157 3.0816  -0.116
H -5.3273 1.6566 0.8300  0.139
H -3.1568 1.2809 -0.4347  0.146
H -5.4711 0.8070 3.2192  0.145
H -4.4528 -0.3325 5.1280  0.140
H -2.4974 -1.5075 6.1451  0.140
H -0.2079 -2.3602 5.9449  0.145
H 1.8959 -2.7213 4.5678  0.141
H 1.9198 -1.8088 2.1850  0.147

Cartesian forces (eV/Å) of the 3 atoms listed first:
0.58 0.04 0.65
-1.26 0.09 -0.33
-0.37 -0.68 -0.13

---

# 2
C4H6B2F8K2O3 as an isolated structure in a non-equilibrium geometry, computed with the ωB97M-V functional and the def2-TZVPD basis.

LUMO = -1.66 eV
highest occupied orbital energy = -10.3742 eV

Last column: Löwdin charge in e.
Element x y z (Å)
K 2.6256 1.8162 0.3322  0.977
K 2.3313 -1.6864 -3.6290  1.015
B 0.6392 0.4586 -1.9505  -1.348
F -0.0664 0.2776 -3.1318  0.126
F 1.7753 1.2099 -2.3151  0.056
F -0.0806 1.2923 -1.0437  0.086
F 1.1352 -0.7143 -1.3750  0.049
B 2.3014 4.7917 -1.8144  -1.240
F 1.4141 3.8840 -1.1832  0.034
F 2.3804 5.9511 -1.0190  0.087
F 3.5663 4.1477 -1.8809  0.051
F 1.8782 5.0962 -3.1146  0.102
C -2.5873 -0.9118 2.2108  -0.028
C -2.0797 -2.2607 1.6849  -0.297
C -0.9550 -2.0713 0.6178  -0.093
O 0.0292 -2.9514 1.0837  0.083
C -0.2004 -3.3744 2.3172  -0.584
O 0.5347 -4.0014 3.0039  0.169
O -1.4424 -3.0147 2.7022  0.092
H -1.7551 -0.3068 2.5768  0.087
H -3.2271 -1.0471 3.0865  0.084
H -3.1794 -0.4103 1.4485  0.091
H -3.0058 -2.7461 1.3722  0.148
H -0.6572 -1.0523 0.3694  0.116
H -1.3747 -2.3764 -0.3489  0.136

Cartesian forces (eV/Å) of the 3 atoms listed first:
-0.49 0.73 -0.87
-0.37 0.55 0.23
-0.45 3.22 -0.34

---

# 3
An isolated ion of composition C7H19N2Si and charge +1 in a non-equilibrium geometry, computed with the ωB97M-V functional and the def2-TZVPD basis.

LUMO = -2.95 eV
SMILES = C=C[Si@](C)(C[NH2+]C)N(C)C
charge = +1
highest occupied orbital energy = -12.0270 eV

Last column: Löwdin charge in e.
Element x y z (Å)
C -2.1390 1.3729 -1.1745  -0.060
C -0.9491 0.8009 -1.3081  -0.224
Si -0.3792 -0.7745 -0.4811  0.727
C -1.4710 -2.3202 -0.5418  -0.124
C -0.6906 0.0341 1.6287  -0.083
N -0.8707 1.5795 1.6838  -0.080
C 0.1762 2.5677 1.4755  -0.018
N 1.2930 -1.1218 -0.8427  -0.314
C 1.9516 -2.2925 -0.3917  -0.159
C 2.2890 -0.1554 -1.2486  -0.125
H -2.3629 2.4877 -1.4960  0.132
H -2.8782 0.7816 -0.8860  0.011
H -0.1508 1.3849 -1.8508  0.089
H -2.3186 -2.2543 0.1171  0.033
H -1.8858 -2.3765 -1.4434  -0.020
H -0.8461 -3.2210 -0.2638  0.066
H -1.5436 -0.4974 1.9910  0.057
H -0.0363 -0.0885 2.3841  0.023
H -1.4170 1.7230 2.6218  0.223
H -1.4387 1.7177 0.8409  0.081
H 1.0871 2.0763 0.9343  0.140
H -0.1106 3.3892 0.9294  0.077
H 0.5157 2.9274 2.3630  0.065
H 2.4480 -2.2946 0.5570  0.088
H 1.2499 -3.0041 -0.2475  0.012
H 2.6492 -2.6869 -1.2530  0.145
H 2.1391 0.8404 -0.8832  0.048
H 3.3518 -0.5972 -0.9496  0.138
H 2.3375 0.0015 -2.2649  0.052

Cartesian forces (eV/Å) of the 3 atoms listed first:
2.42 4.24 -2.19
1.78 0.71 -0.93
0.71 0.06 1.79

---

# 4
C27H20Cl5F2MgN3Se3 as an isolated structure, computed with the ωB97M-V functional and the def2-TZVPD basis.

LUMO = -1.40 eV
highest occupied orbital energy = -8.3247 eV

Last column: Löwdin charge in e.
Element x y z (Å)
Mg -0.6383 -0.2995 -0.3432  0.392
C 3.5467 -0.3083 3.3332  -0.416
Se 1.7120 -0.8679 3.0556  0.950
C 0.9497 0.5912 4.0893  -0.562
C 0.7428 1.8970 3.3416  -0.549
Se -0.6717 1.7899 2.0123  0.956
C -0.1940 3.4008 1.0339  -0.366
H 3.8417 -0.4634 4.3678  0.020
H 3.6723 0.7360 3.0515  0.011
H 4.1667 -0.9203 2.6819  0.017
H 1.6330 0.7552 4.9232  0.068
H 0.0173 0.2233 4.5128  0.054
H 1.6517 2.2255 2.8369  0.050
H 0.4437 2.6739 4.0444  0.068
H -0.1673 4.2535 1.7076  0.031
H -0.9713 3.5516 0.2890  0.016
H 0.7604 3.2810 0.5255  0.006
Cl 0.7195 2.3313 -2.6644  0.683
C -1.0184 2.2871 -2.3570  -0.687
C -1.5117 1.3948 -1.4161  -0.256
C -2.8988 1.4394 -1.2611  -0.678
Cl -3.6313 0.3323 -0.0991  0.694
C -3.7478 2.2908 -1.9626  -0.709
Cl -5.4513 2.2661 -1.6963  0.676
C -3.1933 3.1662 -2.8923  -0.709
Cl -4.2066 4.2344 -3.7845  0.678
C -1.8146 3.1679 -3.0958  -0.709
Cl -1.1299 4.2505 -4.2523  0.668
F -1.7682 -2.8777 4.4927  0.059
C -1.7153 -2.9234 3.1444  -0.272
C -1.2753 -1.8209 2.4435  -0.143
C -1.2175 -1.8236 1.0498  -0.131
C -1.6645 -2.9969 0.3849  -0.139
C -2.0558 -4.0965 1.1477  -0.215
F -2.4140 -5.2661 0.5564  0.042
C -2.0984 -4.0931 2.5238  0.061
C -1.8116 -2.9573 -1.1079  -0.182
C -2.3931 -3.9625 -1.8902  0.010
C -2.5705 -3.7675 -3.2449  -0.044
C -2.1765 -2.5754 -3.8379  -0.052
C -1.5930 -1.6363 -3.0248  -0.158
N -1.3963 -1.8174 -1.7086  0.006
H -0.9775 -0.9540 3.0227  0.030
H -2.4150 -4.9663 3.0770  0.131
H -2.7183 -4.8801 -1.4332  0.105
H -3.0288 -4.5487 -3.8404  0.113
H -2.3197 -2.3791 -4.8915  0.109
H -1.2659 -0.6816 -3.4197  0.110
Se 1.7299 -1.5795 -2.2381  1.197
N 1.4857 -0.4351 -0.8796  -0.246
C 2.5582 0.3330 -0.8458  -0.401
C 2.7362 1.4262 0.0656  -0.054
C 3.8709 2.1498 -0.0198  -0.051
C 4.9014 1.8485 -0.9893  -0.062
C 4.7754 0.8329 -1.8663  -0.015
C 3.5754 0.0368 -1.8270  -0.385
N 3.3231 -0.9590 -2.6560  -0.210
H 1.9599 1.6338 0.7871  0.055
H 4.0193 2.9870 0.6525  0.112
H 5.7923 2.4631 -1.0080  0.107
H 5.5366 0.6066 -2.6010  0.117

Cartesian forces (eV/Å) of the 3 atoms listed first:
-0.08 0.20 0.47
0.13 0.01 -0.09
0.17 -0.01 -0.17

---

Number 1: total energy -39824.7754 eV. Number 2: total energy -66145.3071 eV. Number 3: total energy -18415.8361 eV. Number 4: total energy -302325.4264 eV.